No. 1
Density functional theory data (the ωB97M-V functional and the def2-TZVPD basis) for a structure of composition C5H4S in a non-equilibrium geometry.

Last column: Mulliken charge in e.
Atoms and positions in Å:
C: 1.17935 0.01351 -0.34153  0.18
C: 0.11582 -1.17432 -0.36591  -0.28
C: -1.20428 -0.70303 0.09105  -0.36
C: -0.92164 0.74299 -0.07110  -0.04
C: 0.33947 1.14269 -0.31343  -0.47
H: 0.51179 -2.24524 -0.33533  0.32
H: -1.96885 -1.49634 0.73398  0.27
H: -1.64451 1.66920 0.63670  0.19
H: 0.72822 2.14264 -0.10145  0.36
S: 2.86462 -0.09210 0.06701  -0.17

2S+1   1



No. 2
Density functional theory data (the ωB97M-V functional and the def2-TZVPD basis) for a cluster of 9 separate species, C21H66O27P6 in total in a non-equilibrium geometry.

Last column: Mulliken charge in e.
Atoms and positions in Å:
C: 7.76531 -25.31672 18.87801  -0.57
O: 9.18442 -25.31336 18.75129  -0.28
P: 10.07391 -24.19498 19.56486  0.88
O: 11.41675 -23.80910 18.98782  -0.67
O: 9.09643 -22.92051 19.83260  -0.20
C: 8.79784 -21.91790 18.93097  -0.74
O: 10.19526 -24.89626 21.05480  -0.23
C: 10.65996 -26.11857 21.32184  -0.70
H: 7.22000 -26.04151 18.27351  0.29
H: 7.26595 -24.37910 18.63382  0.21
H: 7.51759 -25.56442 19.91018  0.28
H: 9.35135 -21.00858 19.16518  0.27
H: 7.71567 -21.78768 18.92429  0.27
H: 9.14131 -22.22094 17.94188  0.33
H: 10.01674 -26.68931 21.99165  0.23
H: 11.54633 -25.83385 21.88874  0.27
H: 10.99485 -26.66758 20.44176  0.34
C: 3.83704 -24.26515 24.13519  -0.67
O: 5.14140 -23.97619 24.62714  -0.18
P: 5.28894 -23.41135 26.17312  0.87
O: 4.33123 -22.37251 26.57226  -0.66
O: 5.18521 -24.78136 27.14063  -0.32
C: 6.44843 -25.35395 27.59932  -0.56
O: 6.81619 -22.93058 26.39849  -0.27
C: 7.35764 -21.91019 25.59537  -0.68
H: 3.60239 -23.54977 23.34698  0.25
H: 3.09205 -24.40265 24.91888  0.32
H: 3.83112 -25.18604 23.55208  0.26
H: 6.94475 -24.58685 28.19372  0.26
H: 7.08557 -25.49575 26.72636  0.29
H: 6.39665 -26.29456 28.14765  0.26
H: 7.49367 -20.98975 26.16316  0.26
H: 6.62243 -21.63149 24.84046  0.30
H: 8.26936 -22.26403 25.11406  0.27
C: -3.00078 -25.60740 26.65949  -0.69
O: -3.15829 -24.22409 26.86728  -0.27
P: -4.57226 -23.64263 27.32889  1.07
O: -5.30765 -24.51135 28.27045  -0.69
O: -4.18357 -22.15316 27.87163  -0.36
C: -2.92031 -21.80632 28.54385  -0.56
O: -5.18489 -23.33056 25.90244  -0.25
C: -6.59192 -23.00890 25.89920  -0.70
H: -2.89100 -25.66985 25.57682  0.25
H: -3.80379 -26.27744 26.96662  0.34
H: -2.10533 -25.88320 27.21645  0.23
H: -2.37004 -21.08654 27.93787  0.22
H: -2.37379 -22.70467 28.83090  0.30
H: -3.24917 -21.33238 29.46869  0.26
H: -6.65562 -21.98903 26.27857  0.27
H: -7.21042 -23.63345 26.54378  0.34
H: -6.89109 -23.28718 24.88868  0.24
C: 2.45763 -15.25857 29.32100  -0.63
O: 2.24005 -13.98115 29.98868  -0.32
P: 0.94898 -13.08093 29.52668  1.04
O: 0.92178 -11.73718 30.11467  -0.68
O: -0.32738 -14.02283 29.86911  -0.24
C: -0.69942 -14.34580 31.15589  -0.74
O: 0.97608 -13.09203 27.86429  -0.31
C: 0.64028 -11.93836 27.20682  -0.70
H: 3.11424 -15.20003 28.45294  0.26
H: 1.52564 -15.73716 29.02025  0.31
H: 2.92609 -15.92594 30.04437  0.27
H: -0.16332 -15.20425 31.56057  0.29
H: -1.70176 -14.77396 31.16492  0.28
H: -0.76608 -13.52258 31.86720  0.33
H: 0.17093 -11.20374 27.86115  0.34
H: -0.15277 -12.16064 26.49284  0.27
H: 1.47629 -11.50320 26.65927  0.24
C: -0.10783 -30.60488 21.44416  -0.63
O: -0.46814 -30.28885 20.12853  -0.29
P: -2.02577 -30.25260 19.65308  0.97
O: -2.66995 -31.57975 19.42293  -0.69
O: -2.80928 -29.38902 20.79172  -0.19
C: -4.17383 -29.04794 20.63900  -0.72
O: -2.00211 -29.33512 18.29183  -0.33
C: -1.68303 -27.92595 18.25299  -0.64
H: -0.94456 -30.47670 22.13085  0.27
H: 0.65600 -29.95959 21.87804  0.27
H: 0.21763 -31.63452 21.59254  0.27
H: -4.37703 -28.31162 21.41658  0.28
H: -4.85941 -29.86420 20.86655  0.29
H: -4.50008 -28.55164 19.72502  0.29
H: -1.63385 -27.55417 19.27644  0.29
H: -2.41717 -27.30605 17.73832  0.28
H: -0.72608 -27.72305 17.77218  0.28
C: -4.24479 -19.74975 17.73763  -0.68
O: -3.37197 -18.66507 17.55592  -0.30
P: -2.02239 -18.67007 18.44739  1.12
O: -1.65054 -19.95039 19.12172  -0.69
O: -0.94037 -18.00519 17.48679  -0.36
C: -1.08585 -16.67030 17.00834  -0.64
O: -2.28452 -17.50366 19.51502  -0.33
C: -2.96162 -17.85099 20.74024  -0.64
H: -4.18659 -20.25093 16.77143  0.25
H: -5.26210 -19.38741 17.88554  0.24
H: -3.95549 -20.39517 18.56699  0.37
H: -0.92548 -16.69083 15.93040  0.27
H: -0.29094 -16.08186 17.46655  0.27
H: -2.04314 -16.17098 17.15790  0.31
H: -2.31503 -17.73081 21.60947  0.25
H: -3.25698 -18.89970 20.70744  0.29
H: -3.85137 -17.24378 20.90677  0.27
C: 13.26859 -16.48900 22.53488  -0.49
O: 13.67751 -15.19654 22.66708  -0.49
H: 13.69067 -17.07268 23.35296  0.21
H: 12.19977 -16.52475 22.74572  0.25
H: 13.57736 -16.93724 21.59050  0.20
H: 12.91833 -14.62988 22.51168  0.32
C: 7.36906 -23.22567 34.74617  -0.45
O: 7.40001 -24.58376 35.07682  -0.50
H: 6.36041 -22.81881 34.67409  0.21
H: 7.93500 -22.67334 35.49634  0.22
H: 7.86673 -23.13560 33.78061  0.22
H: 8.26892 -24.93951 34.87678  0.30
C: 4.09384 -15.87095 21.32443  -0.49
O: 5.34328 -15.69265 20.64163  -0.51
H: 4.31055 -16.36121 22.27352  0.24
H: 3.63324 -14.90039 21.50870  0.23
H: 3.34445 -16.52222 20.87458  0.22
H: 5.87724 -15.06489 21.13397  0.30

2S+1   1
SMILES string   COP(=O)(OC)OC.COP(=O)(OC)OC.COP(=O)(OC)OC.COP(=O)(OC)OC.COP(=O)(OC)OC.COP(=O)(OC)OC.CO.CO.CO



No. 3
Density functional theory data (the ωB97M-V functional and the def2-TZVPD basis) for the molecule CH3PS in a non-equilibrium geometry.

Last column: Mulliken charge in e.
Atoms and positions in Å:
C: 0.29251 -0.39328 -0.33641  -0.44
P: -0.53502 1.23549 -0.01175  0.02
S: -1.43530 -0.64979 0.14392  -0.16
H: 0.59913 -0.53985 -1.39941  0.29
H: 1.10917 -0.76537 0.42336  0.28
H: -0.03048 1.11280 1.18029  0.02

2S+1   1
SMILES string   C1PS1



No. 4
Density functional theory data (the ωB97M-V functional and the def2-TZVPD basis) for the molecule C5H8O in a non-equilibrium geometry.

Last column: Mulliken charge in e.
Atoms and positions in Å:
C: 0.55601 0.26010 1.52322  -1.32
C: 0.71185 -0.60528 0.29246  0.20
C: -0.51880 -1.17444 -0.37998  -0.71
C: 0.31479 -0.13079 -1.05669  -0.02
C: -1.32268 1.43755 -0.78528  -0.39
O: -0.15668 1.18825 -1.30357  -0.29
H: -0.36461 0.85017 1.48842  0.35
H: 0.51734 -0.37563 2.41407  0.35
H: 1.40411 0.94476 1.62668  0.31
H: 1.60788 -1.21491 0.26681  0.36
H: -1.48287 -0.90015 0.04482  0.33
H: -0.47764 -2.17148 -0.80888  0.27
H: 0.86347 -0.40970 -1.94423  0.39
H: -1.65217 2.30157 -1.37785  0.18

2S+1   1



ΔE to the lowest compared entry with this formula, charge and spin / eV: 3.478, 4.911, 0.350, 4.333